The following is a quantum chemistry calculation of C5H12N2O3 in the gas phase, from the OMol25 dataset.

Its frontier orbital gap is 9.050 eV. Its structure (SMILES) is CC(C)(N)[C@](N)(O)C(=O)O. As for the energy above the lowest of the compared OMol25 structures with the same formula, charge and spin: 55.9 kcal/mol. The calculated total energy is -14501.0797 eV.

Geometry as XYZ:
```
22
Properties=species:S:1:pos:R:3:forces:R:3:nbo_charge:R:1
C 0.14017 -0.58718 0.63110 -4.699 -3.437 -0.803 0.410
N -0.15792 -0.19093 1.96448 0.914 -0.057 1.158 -0.858
H -1.29258 1.62840 -1.62714 0.356 -0.376 -0.109 0.226
C 1.50795 1.38918 0.19309 -1.085 0.057 -1.661 -0.654
H 2.44520 0.83491 0.13623 -0.232 -0.310 -0.097 0.206
C -1.32416 -1.67469 0.18018 0.670 -0.113 0.756 0.690
H 1.44594 1.82222 1.19317 -0.675 -0.584 0.060 0.223
H -1.09655 0.00899 2.29790 -0.215 0.232 -1.285 0.403
H 1.40623 -0.65023 -1.67706 -0.264 0.145 0.102 0.390
H 1.61994 2.26653 -0.44962 -0.088 -0.124 -0.347 0.192
C 0.13359 0.41005 -0.47957 4.013 3.327 2.355 0.110
O -2.03453 -2.10804 1.06805 0.915 0.703 -1.242 -0.622
O -1.51339 -2.04535 -1.12268 0.358 0.444 1.007 -0.711
H -0.83134 -1.59763 -1.67028 -0.126 0.104 0.203 0.510
H -0.97715 2.28067 -0.08091 0.421 -0.284 0.198 0.231
N 0.52603 -0.13858 -1.74739 0.183 -0.662 -0.208 -0.857
H 0.07247 -0.95299 2.60887 0.327 0.275 -0.438 0.368
H 0.65210 0.58628 -2.45022 -0.178 -0.103 0.282 0.382
H -2.01617 0.92552 -0.23418 0.085 -0.532 0.064 0.229
C -1.06903 1.32219 -0.60085 -0.823 0.747 0.142 -0.646
H 1.12554 -2.08637 1.29221 0.147 0.097 -0.387 0.485
O 1.23765 -1.44294 0.57460 -0.005 0.452 0.250 -0.707
```
Positions in Å, forces in eV/Å.